# 1
{
  "formula": "C11H14OS2",
  "method": "wB97M-V/def2-TZVPD",
  "e_tot_ev": -35349.6510,
  "gap_ev": 7.9459,
  "charge": 0,
  "multiplicity": 1,
  "e_above_lowest_kj_mol": 66.5,
  "elements": ["C", "C", "C", "O", "C", "S", "S", "H", "H", "H", "H", "H", "H", "H", "C", "C", "C", "C", "C", "C", "C", "H", "H", "H", "H", "H", "H", "H"],
  "positions_angstrom": [[2.9529, 3.0345, -0.9976], [2.6680, 1.7100, -0.2947], [3.9115, 0.8541, -0.1670], [1.6248, 1.0191, -1.0554], [0.9095, 0.0945, -0.3651], [-0.1588, -0.8554, -1.3569], [1.0015, -0.0517, 1.2663], [3.7024, 3.5839, -0.4152], [3.3483, 2.9088, -2.0127], [2.0568, 3.6646, -1.0250], [2.2963, 1.9572, 0.7245], [4.6485, 1.3887, 0.4548], [3.6783, -0.1173, 0.2955], [4.3676, 0.7006, -1.1563], [-1.3857, -2.0209, -0.4945], [-2.7377, -1.8248, -1.0985], [-3.6833, -0.9503, -0.6779], [-3.7738, -0.3000, 0.5807], [-3.1850, -0.6938, 1.7558], [-2.1934, -1.6862, 1.9144], [-1.3496, -2.1870, 0.9698], [-0.9326, -2.9244, -0.9623], [-2.8721, -2.2922, -2.0841], [-4.4536, -0.6331, -1.3912], [-4.4440, 0.5624, 0.6284], [-3.5226, -0.2209, 2.6830], [-2.0009, -1.9862, 2.9525], [-0.4736, -2.7341, 1.3286]],
  "forces_ev_per_a": [[-0.12, 0.03, -0.02], [0.17, 0.95, 0.38], [0.18, -0.21, -0.15], [-0.38, -0.91, 0.41], [0.03, 0.66, 0.89], [0.43, 0.94, -1.18], [-0.15, -0.38, 0.22], [-0.08, -0.17, -0.07], [-0.17, -0.07, 0.17], [0.11, -0.19, -0.12], [-0.01, -0.36, -0.81], [-0.30, -0.25, -0.14], [0.19, 0.38, -0.17], [-0.14, -0.07, 0.24], [0.35, -0.94, -0.17], [-0.25, 0.68, -0.51], [0.49, -0.23, -0.93], [0.25, 0.51, 1.61], [-1.26, 0.84, -0.93], [1.30, -0.98, -0.19], [-0.03, 0.18, 1.10], [-0.49, 0.37, 0.56], [0.02, 0.24, 0.44], [0.11, -0.58, 0.22], [0.01, -0.40, 0.06], [0.15, 0.04, -0.39], [0.10, 0.11, -0.46], [-0.52, -0.17, -0.05]]
}

***

# 2
{
  "formula": "C23H52AsO4PReS3Si3",
  "method": "wB97M-V/def2-TZVPD",
  "e_tot_ev": -161271.0605,
  "gap_ev": [8.2354, 7.7660],
  "charge": 2,
  "multiplicity": 2,
  "e_above_lowest_kj_mol": 54.9,
  "elements": ["Re", "C", "C", "O", "P", "S", "S", "O", "C", "C", "H", "H", "H", "H", "H", "H", "H", "H", "H", "H", "C", "Si", "C", "C", "As", "Si", "C", "C", "C", "Si", "C", "C", "C", "H", "H", "H", "H", "H", "H", "H", "H", "H", "H", "H", "H", "H", "H", "H", "H", "H", "H", "H", "H", "H", "H", "H", "H", "H", "H", "H", "C", "S", "C", "O", "H", "H", "H", "H", "H", "H", "C", "O", "H", "H", "H", "H", "C", "C", "C", "C", "C", "C", "C", "H", "H", "H", "H", "H"],
  "positions_angstrom": [[-9.1033, -9.7392, -14.7738], [-8.9090, -5.5159, -9.5832], [-8.0272, -6.4026, -10.4144], [-8.9536, -7.0780, -11.3884], [-8.7599, -8.5857, -11.8931], [-10.5238, -8.9522, -12.7179], [-7.3145, -8.7902, -13.3568], [-8.3563, -9.4255, -10.6319], [-9.3765, -9.7563, -9.6484], [-8.6870, -9.8366, -8.3022], [-8.1585, -4.8875, -9.1562], [-9.5357, -6.0411, -8.8082], [-9.5487, -4.8717, -10.1911], [-7.4721, -7.0980, -9.8157], [-7.2748, -5.9381, -11.0556], [-9.7702, -10.7727, -9.9694], [-10.1820, -9.0808, -9.6832], [-7.7942, -10.4554, -8.4323], [-9.2808, -10.5379, -7.6718], [-8.5425, -8.9190, -7.7935], [-13.8488, -9.0265, -13.9911], [-13.0235, -8.2610, -15.4086], [-14.4270, -7.9765, -16.6999], [-12.2138, -6.6083, -15.0130], [-11.3217, -9.8714, -16.2904], [-11.0881, -9.4979, -18.7056], [-12.6343, -10.2757, -19.4370], [-9.5222, -10.2987, -19.2091], [-10.9223, -7.6512, -18.9784], [-12.4395, -11.9292, -16.0228], [-11.4215, -13.1258, -17.1034], [-14.2411, -12.1003, -16.4299], [-12.3394, -12.3973, -14.2018], [-14.4689, -8.2562, -13.5176], [-13.2068, -9.4925, -13.2915], [-14.5823, -9.7289, -14.3278], [-15.4010, -8.0870, -16.2408], [-14.4807, -8.7070, -17.5326], [-14.4426, -7.0143, -17.2020], [-12.9405, -5.8668, -15.0537], [-11.4608, -6.2768, -15.7521], [-11.7586, -6.6920, -14.0395], [-12.5041, -11.3455, -19.5637], [-12.9638, -9.8504, -20.3924], [-13.4849, -10.0984, -18.7872], [-9.4556, -11.2738, -18.8088], [-8.6338, -9.8004, -18.8037], [-9.4025, -10.3455, -20.3199], [-9.8532, -7.3693, -19.1243], [-11.1314, -7.1287, -18.0669], [-11.4516, -7.2252, -19.8828], [-11.8417, -13.2060, -18.1030], [-11.6013, -14.0844, -16.6231], [-10.3702, -12.8626, -16.9859], [-14.6335, -11.7470, -17.3363], [-14.8420, -11.5291, -15.6589], [-14.4769, -13.1867, -16.3074], [-11.5691, -13.1710, -14.0559], [-13.3746, -12.7563, -14.0003], [-12.1610, -11.6260, -13.3985], [-9.0625, -14.0360, -12.8422], [-8.5329, -12.7638, -14.0506], [-6.7937, -12.6052, -13.4845], [-9.1714, -11.4737, -13.5665], [-9.1102, -13.5193, -11.8867], [-8.3526, -14.8655, -12.8392], [-10.0810, -14.4495, -13.0442], [-6.1773, -13.3419, -14.0463], [-6.7230, -12.8612, -12.3874], [-6.4092, -11.6477, -13.7268], [-8.2386, -6.8894, -16.2025], [-9.1495, -7.7148, -15.4024], [-8.8180, -6.0394, -16.6142], [-7.9221, -7.5681, -16.9954], [-7.3456, -6.4939, -15.7253], [-9.7244, -7.1537, -14.8245], [-8.0574, -10.4247, -15.9659], [-7.0277, -11.0423, -16.8067], [-5.7943, -10.4418, -16.9339], [-4.6850, -10.9107, -17.6311], [-4.7939, -12.1141, -18.3307], [-6.0263, -12.8006, -18.1290], [-7.1313, -12.2824, -17.5002], [-5.5806, -9.5152, -16.4207], [-3.7696, -10.3915, -17.6041], [-3.9518, -12.5082, -18.9501], [-6.0732, -13.7902, -18.5790], [-8.1107, -12.8053, -17.5374]],
  "forces_ev_per_a": [[-0.77, 0.11, 1.11], [-0.08, -0.15, 0.02], [-1.07, -0.44, -1.32], [1.01, -1.04, 0.26], [0.22, 1.74, -0.09], [-0.28, -0.29, -0.35], [-0.52, -0.42, 0.82], [0.12, 0.06, -0.63], [0.66, -2.37, 0.19], [-0.91, -2.63, -0.27], [0.07, 0.81, 1.11], [0.88, 0.43, -0.83], [0.07, -0.22, -0.02], [-0.06, -0.80, 0.33], [-0.33, 0.60, 0.22], [0.42, 1.18, 0.49], [-0.95, 1.09, -0.07], [0.34, 0.66, 0.02], [-0.01, 0.86, -0.14], [0.34, 0.84, 0.31], [-0.74, 0.52, 0.26], [-0.14, 0.50, -2.02], [0.50, -0.77, -0.64], [1.60, -1.59, -0.84], [-0.40, 0.90, 0.32], [-0.48, 0.52, -0.01], [-0.01, 0.40, -0.01], [0.79, 0.51, -0.92], [0.78, 0.45, -1.12], [0.48, -0.55, -0.18], [-0.88, 0.41, 1.26], [-0.64, 0.14, 2.11], [-0.25, 0.53, 0.86], [0.31, 0.08, 0.22], [0.51, -0.37, 0.93], [-0.32, -0.72, -0.34], [-0.20, 0.05, 0.52], [0.33, 0.18, 0.46], [0.31, 0.30, 0.12], [-1.49, 1.40, 0.32], [-0.21, -0.33, 0.19], [0.13, 0.32, 0.50], [-0.03, -0.19, -0.01], [0.47, -0.02, 0.00], [-0.11, -0.14, 0.28], [-0.06, -1.40, 0.18], [-0.21, 0.26, -0.14], [-0.17, 0.02, 0.80], [-0.47, -0.53, -0.15], [-0.82, 0.58, 0.39], [0.26, -0.49, 1.24], [0.51, 0.22, -0.22], [0.19, -0.37, -0.01], [0.06, -0.18, -0.56], [-0.21, 0.25, -1.55], [0.60, -0.79, -0.55], [0.09, 0.77, -0.11], [-0.57, 0.02, 0.03], [0.83, -0.32, 0.10], [-0.01, -0.48, -1.12], [-0.88, 0.24, -0.22], [1.50, -1.75, 0.03], [-0.16, -2.30, 0.69], [-0.91, 1.30, -0.03], [0.23, -0.07, 0.17], [0.11, 0.26, -0.06], [0.87, 0.55, -0.24], [-0.55, 0.28, 0.29], [-0.14, 0.58, -1.15], [0.00, 1.08, -0.09], [-0.57, -0.15, -0.97], [-0.35, 1.29, 0.19], [0.25, -0.60, 0.18], [-0.06, 0.26, -0.09], [-0.21, -0.32, 0.78], [0.56, -0.57, -0.44], [1.63, -0.68, -1.64], [-0.36, -0.80, -0.59], [1.35, 1.64, 0.89], [-1.19, -1.58, -0.75], [-0.57, 0.17, 0.96], [1.09, -0.66, -1.53], [-1.15, 0.22, 0.77], [-0.38, 0.25, 0.28], [0.79, 0.78, -0.05], [-1.00, 0.18, 0.74], [-0.37, 0.18, -0.02], [0.95, 0.16, 0.17]]
}

***

# 3
{
  "formula": "C8H13N2O5",
  "method": "wB97M-V/def2-TZVPD",
  "e_tot_ev": -21721.8326,
  "gap_ev": 7.3663,
  "charge": -1,
  "multiplicity": 1,
  "e_above_lowest_kj_mol": 0.0,
  "elements": ["C", "C", "O", "N", "C", "C", "C", "O", "O", "N", "O", "C", "C", "C", "O", "H", "H", "H", "H", "H", "H", "H", "H", "H", "H", "H", "H", "H"],
  "positions_angstrom": [[2.9335, -1.6031, 0.9092], [1.5600, -0.9944, 0.6421], [0.5840, -1.5853, 1.0655], [1.5362, 0.2338, -0.0360], [1.4889, 0.0702, -1.4746], [0.4413, 1.1013, 0.4567], [0.8318, 2.6102, 0.2983], [-0.0192, 3.4941, 0.5281], [2.0189, 2.8226, -0.0068], [-0.8499, 0.7408, -0.1352], [-1.2465, 1.6243, -1.1445], [-1.9244, 0.5810, 0.8095], [-2.9182, -0.5093, 0.3068], [-2.3497, -1.4400, -0.7625], [-2.6318, -1.8019, 0.6825], [3.2442, -1.2273, 1.8837], [2.7932, -2.6753, 1.0251], [3.6532, -1.3849, 0.1252], [2.4021, -0.3692, -1.8802], [0.6275, -0.5101, -1.8325], [1.3980, 1.0697, -1.8989], [0.4040, 0.9126, 1.5260], [-1.3675, 1.1152, -1.9522], [-2.5480, 1.4807, 0.8323], [-1.5973, 0.2333, 1.7813], [-3.9584, -0.2328, 0.1989], [-1.3372, -1.8054, -0.6918], [-3.1687, -1.9509, -1.2557]],
  "forces_ev_per_a": [[-0.65, -0.16, -0.25], [0.27, -0.83, -0.17], [0.04, 0.51, 0.22], [-0.88, -0.34, 0.58], [0.38, 0.49, -0.58], [0.02, 0.28, -0.51], [0.57, 1.49, -0.21], [-0.66, -1.00, 0.39], [0.44, -0.44, -0.23], [0.78, -0.53, 0.99], [-0.32, 0.83, -0.26], [-1.98, -0.52, -1.03], [2.75, 0.38, -1.17], [-1.87, -1.17, 3.05], [-1.16, -0.24, 0.50], [0.28, 0.25, -0.13], [0.10, -0.09, -0.10], [0.15, 0.20, 0.15], [0.07, -0.10, 0.18], [0.00, -0.13, 0.23], [0.14, 0.05, 0.00], [-0.24, 0.04, 0.06], [0.17, -0.47, 0.17], [0.47, 0.38, 0.51], [0.32, 0.31, 0.13], [-0.32, -0.05, 0.07], [0.50, 0.94, -1.54], [0.59, -0.08, -1.04]]
}